Computed, not measured: 2 unconnected molecules or ions with the total composition C3H5F2IO at a distorted geometry, with the ωB97M-V functional and the def2-TZVPD basis.

ORCA input file:
```
! RIJCOSX wB97M-V def2-TZVPD def2/J DEFGRID3
* xyz 0 1
C 0.6341 -1.1651 0.4918
C -0.4403 -0.6090 1.2366
C -0.6399 1.5368 0.1799
O -0.8842 0.6272 1.1032
F -1.1386 2.6831 0.6719
F 0.6122 1.7506 -0.3677
I -0.1726 -0.4422 -3.6181
H 0.2850 -1.9381 -0.2410
H 1.1979 -0.3767 0.0247
H 1.2665 -1.6407 1.2440
H -1.1339 -1.1132 1.9882
H 0.4137 0.6872 -2.7135
*
```

Values from the calculation:
Molecular weight in g mol⁻¹: 221.97
HOMO (alpha / beta) in eV: -7.6760 / -8.6733
Energy in eV: -18771.1139
Energy above the lowest of the compared OMol25 structures with the same formula, charge and spin in kJ/mol: 312.7
E_LUMO (alpha / beta) in eV: 0.03 / 0.58
Gap between HOMO and LUMO (alpha / beta) in eV: 7.7024 / 9.2501

Charges obtained by natural (NBO) population analysis, quoted in units of e: -0.72 0.16 0.78 -0.44 -0.33 -0.35 -0.10 0.24 0.24 0.24 0.18 0.10

Computed, not measured: a molecular structure, C41H33F3N3O2PdSb, with the ωB97M-V functional and the def2-TZVPD basis.

ORCA input file:
```
! RIJCOSX wB97M-V def2-TZVPD def2/J DEFGRID3
* xyz -2 1
Pd 0.3201 1.1344 -0.5433
C -1.8076 0.7583 -2.6675
C -3.0585 0.0319 -2.2183
C -4.0606 -0.1794 -3.1607
C -5.2237 -0.8749 -2.8576
C -5.3586 -1.4024 -1.5798
C -4.3850 -1.2164 -0.6035
C -4.5163 -1.9091 0.7230
C -3.2305 -0.4422 -0.8908
N -2.2053 -0.2748 0.0128
C -2.3828 0.1676 1.2341
O -3.3961 0.6428 1.8008
C -1.1265 0.0759 2.1119
C -1.2349 0.2011 3.4897
C -0.0769 0.1148 4.2526
C 1.1509 -0.0654 3.6300
C 1.1742 -0.1344 2.2446
N 0.0583 -0.0828 1.5271
C 2.5096 -0.2440 1.5005
O 3.5021 -0.5377 2.2029
N 2.4359 0.0279 0.2104
C 3.5155 -0.2365 -0.6272
C 3.9002 0.7474 -1.5670
C 3.1180 2.0239 -1.6376
C 4.9495 0.4980 -2.4460
C 5.6194 -0.7202 -2.4428
C 5.1987 -1.7058 -1.5613
C 4.1520 -1.4937 -0.6662
C 3.6720 -2.6207 0.2048
H -1.5120 0.4163 -3.6627
H -0.9575 0.6032 -1.9845
H -1.9672 1.8363 -2.7201
H -3.9102 0.2077 -4.1651
H -5.9932 -1.0249 -3.6058
H -6.2348 -1.9938 -1.3276
H -5.3716 -2.5888 0.7095
H -4.6231 -1.1952 1.5406
H -3.6113 -2.4882 0.9358
H -2.2145 0.3665 3.9163
H -0.1321 0.1985 5.3327
H 2.0857 -0.1370 4.1688
H 3.2054 2.6132 -0.7235
H 2.0451 1.7604 -1.7105
H 3.4116 2.6383 -2.4926
H 5.2312 1.2739 -3.1529
H 6.4393 -0.9039 -3.1268
H 5.6807 -2.6799 -1.5687
H 4.0881 -3.5690 -0.1433
H 2.5800 -2.6846 0.1742
H 3.9415 -2.4593 1.2506
F -5.6315 6.7117 0.2835
C -4.4422 6.0511 0.2379
C -3.6895 5.9633 1.3864
C -2.4706 5.2889 1.3267
C -2.0077 4.7203 0.1383
C -2.8289 4.8155 -0.9874
C -4.0473 5.4863 -0.9544
Sb -0.2112 3.5010 -0.0083
C 0.8061 4.3856 1.6745
C 0.7602 5.7300 2.0551
C 1.4891 6.1974 3.1453
C 2.2660 5.2953 3.8455
F 2.9774 5.7453 4.9143
C 2.3520 3.9659 3.5075
C 1.6119 3.5199 2.4136
C 0.7401 4.7870 -1.4884
C 0.3529 4.6324 -2.8226
C 0.9791 5.3232 -3.8571
C 2.0250 6.1610 -3.5402
F 2.6516 6.8368 -4.5433
C 2.4689 6.3292 -2.2501
C 1.8165 5.6368 -1.2289
H -4.0574 6.4005 2.3067
H -1.8860 5.2019 2.2367
H -2.5298 4.3456 -1.9204
H -4.6885 5.5544 -1.8251
H 0.1509 6.4322 1.4936
H 1.4638 7.2357 3.4524
H 2.9796 3.2941 4.0799
H 1.6735 2.4750 2.1257
H -0.4378 3.9324 -3.0781
H 0.6801 5.1998 -4.8904
H 3.3117 6.9812 -2.0509
H 2.1772 5.7658 -0.2128
*
```

Values from the calculation:
Molecular weight in g mol⁻¹: 884.91
HOMO in eV: -1.5670
Energy in eV: -69789.5467
E_LUMO in eV: 4.24
Gap between HOMO and LUMO in eV: 5.8021

Charges obtained by natural (NBO) population analysis, quoted in units of e: 0.10 -0.59 -0.07 -0.22 -0.28 -0.22 -0.07 -0.64 0.27 -0.67 0.59 -0.76 0.14 -0.24 -0.20 -0.25 0.13 -0.44 0.59 -0.75 -0.71 0.26 -0.07 -0.62 -0.22 -0.27 -0.22 -0.05 -0.65 0.19 0.21 0.19 0.18 0.18 0.18 0.18 0.25 0.21 0.23 0.19 0.23 0.21 0.22 0.19 0.19 0.18 0.18 0.18 0.22 0.25 -0.36 0.45 -0.32 -0.20 -0.36 -0.20 -0.32 1.19 -0.41 -0.20 -0.34 0.46 -0.36 -0.31 -0.19 -0.27 -0.23 -0.30 0.38 -0.35 -0.30 -0.24 0.21 0.22 0.21 0.22 0.22 0.21 0.23 0.25 0.21 0.22 0.22 0.22

Computed, not measured: 2 unconnected molecules or ions with the total composition C5H8N2S at a distorted geometry, with the ωB97M-V functional and the def2-TZVPD basis.

ORCA input file:
```
! RIJCOSX wB97M-V def2-TZVPD def2/J DEFGRID3
* xyz 0 1
C -0.1088 0.0990 1.2445
C -1.6641 -1.2414 -0.2939
C -1.8591 -1.7601 1.1302
C 1.3058 2.0261 -0.8915
C 1.9133 0.6194 -0.9444
N -1.1456 -0.5377 0.8081
N 0.5165 0.8800 -0.8211
S 0.7429 0.8430 2.3711
H -0.9082 -1.7268 -0.9385
H -2.4720 -0.8685 -0.8384
H -2.8573 -1.4634 1.5419
H -1.1785 -2.4831 1.6403
H 1.3677 2.6345 -0.0043
H 1.6317 2.5681 -1.8525
H 2.2593 0.3205 -1.9214
H 2.4566 0.0904 -0.2301
*
```

Values from the calculation:
Molecular weight in g mol⁻¹: 128.20
HOMO (alpha / beta) in eV: -7.6469 / -6.8357
Energy in eV: -19123.6835
Energy above the lowest of the compared OMol25 structures with the same formula, charge and spin in kJ/mol: 650.1
E_LUMO (alpha / beta) in eV: 0.28 / 0.21
Gap between HOMO and LUMO (alpha / beta) in eV: 7.9318 / 7.0494

Charges obtained by natural (NBO) population analysis, quoted in units of e: 0.22 -0.18 -0.24 -0.30 -0.32 -0.43 -0.46 0.05 0.22 0.22 0.22 0.23 0.20 0.20 0.18 0.19

Computed, not measured: a molecular structure, C12H6MoN3O8, with the ωB97M-V functional and the def2-TZVPD basis.

ORCA input file:
```
! RIJCOSX wB97M-V def2-TZVPD def2/J DEFGRID3
* xyz 1 1
Mo -0.3202 0.2826 -0.4179
O -3.4120 1.4253 1.8861
C -2.3962 1.4485 1.2881
O -1.9760 0.4293 0.4436
C -1.3772 2.5535 1.2603
C -1.4530 3.8034 1.8415
C -0.4313 4.7083 1.5613
C 0.5981 4.3684 0.6862
C 0.5875 3.0954 0.1522
N -0.3593 2.2308 0.4793
C 1.4931 2.5226 -0.9042
O 2.4401 3.0320 -1.3872
O 1.0177 1.2719 -1.2751
H -2.2893 4.0590 2.4772
H -0.4544 5.6951 2.0030
H 1.3764 5.0673 0.4132
O 1.7701 -5.1363 0.4810
C 1.0785 -5.0955 -0.6444
O 0.9376 -6.0366 -1.3708
C 0.4635 -3.7838 -1.0417
C -0.2773 -3.6368 -2.2091
N -0.6867 -2.3710 -2.2811
N -0.2583 -1.6607 -1.2214
C 0.4438 -2.5220 -0.4677
C 1.0249 -1.9419 0.7749
O 1.6858 -2.5719 1.5503
O 0.7335 -0.6441 0.9266
H 1.8032 -4.2813 0.9539
H -0.5163 -4.3733 -2.9595
H -1.2465 -1.9382 -2.9989
*
```

Values from the calculation:
Molecular weight in g mol⁻¹: 416.13
HOMO in eV: -13.1372
Energy in eV: -35242.9089
Energy above the lowest of the compared OMol25 structures with the same formula, charge and spin in kJ/mol: 0.0
E_LUMO in eV: -5.46
Gap between HOMO and LUMO in eV: 7.6784

Charges obtained by Mulliken population analysis, quoted in units of e: 1.73 -0.45 0.21 -0.68 0.80 -0.65 -0.22 -0.65 0.80 -0.32 0.22 -0.45 -0.69 0.51 0.47 0.51 -0.49 0.49 -0.53 0.42 -0.33 -0.36 0.05 -0.28 1.04 -0.66 -0.58 0.42 0.53 0.15

Computed, not measured: 2 unconnected molecules or ions with the total composition C5H13BrN2 at a distorted geometry, with the ωB97M-V functional and the def2-TZVPD basis.

ORCA input file:
```
! RIJCOSX wB97M-V def2-TZVPD def2/J DEFGRID3
* xyz 0 1
C -0.4186 -1.9167 -0.8629
C -1.6934 0.7319 0.2881
C 0.0255 -0.4101 -0.9928
C 0.6865 2.1465 -0.2591
C -0.2578 0.2935 0.2567
N 1.4779 -0.8892 1.6176
N 0.1568 -0.3576 1.3946
Br 2.2946 1.7851 -1.1838
H -0.3444 -2.2102 0.0984
H -1.4349 -2.0204 -1.1034
H 0.0444 -2.5133 -1.5638
H -2.0386 1.0020 -0.6359
H -2.2494 -0.0946 0.6495
H -1.8756 1.6339 0.9761
H 1.0864 -0.6752 -1.1645
H -0.3145 -0.0462 -1.9409
H 1.0199 2.7652 0.5847
H -0.0281 2.4613 -0.9648
H 1.8778 -1.4936 0.8084
H 2.2550 -0.1486 1.7447
H -0.2694 -0.0437 2.2533
*
```

Values from the calculation:
Molecular weight in g mol⁻¹: 181.08
HOMO in eV: -7.7349
Energy in eV: -78414.8622
E_LUMO in eV: 0.92
Gap between HOMO and LUMO in eV: 8.6546

Charges obtained by natural (NBO) population analysis, quoted in units of e: -0.60 -0.64 -0.48 -0.59 0.28 -0.67 -0.48 -0.03 0.21 0.19 0.20 0.22 0.22 0.21 0.22 0.23 0.21 0.19 0.37 0.35 0.38

Computed, not measured: a single C6H14N4O molecule at a distorted geometry, with the ωB97M-V functional and the def2-TZVPD basis.

ORCA input file:
```
! RIJCOSX wB97M-V def2-TZVPD def2/J DEFGRID3
* xyz 0 1
H 0.5056 3.5301 -0.4991
N 0.4527 2.5002 -0.3555
N -0.4283 2.2848 0.4986
N -0.7322 1.1103 0.7462
C -1.9562 0.6038 1.2522
N 0.2572 -0.1025 0.0990
C 1.0892 -0.6277 1.0792
C 1.0561 0.0458 2.4406
O 1.7950 -1.5776 0.8991
C 0.0988 -0.3675 -1.3293
C -1.0681 -1.2983 -1.7548
C 1.4539 -0.9748 -1.9481
H -2.7020 1.5053 1.6309
H -2.3925 0.1465 0.3480
H -1.8705 -0.0948 2.0460
H 0.7056 -0.6240 3.1850
H 2.1072 0.3337 2.5198
H 0.3644 0.8846 2.5787
H 0.0343 0.5980 -1.6918
H -1.9645 -0.7906 -1.5280
H -1.0477 -1.4448 -2.7317
H -1.0119 -2.3155 -1.2324
H 2.1443 -0.2400 -2.3782
H 1.2000 -1.6134 -2.7118
H 1.9095 -1.4717 -1.1627
*
```

Values from the calculation:
Molecular weight in g mol⁻¹: 158.21
HOMO in eV: -9.2796
Energy in eV: -14452.3056
SMILES: [H]/N=N/N(C)N(C(C)=O)C(C)C
Energy above the lowest of the compared OMol25 structures with the same formula, charge and spin in kJ/mol: 454.4
E_LUMO in eV: 0.77
Gap between HOMO and LUMO in eV: 10.0545

Charges obtained by natural (NBO) population analysis, quoted in units of e: 0.33 -0.50 0.04 -0.07 -0.41 -0.33 0.68 -0.72 -0.61 -0.05 -0.60 -0.61 0.23 0.21 0.21 0.23 0.25 0.22 0.22 0.19 0.21 0.21 0.21 0.20 0.25